This record from OMol25 describes C16H46N4O6Sr as an isolated structure at a distorted geometry. The level of theory is ωB97M-V/def2-TZVPD.

Computed properties:
max |F|	2.6	eV/Å
Kohn-Sham gap	7.420	eV

Atoms and positions in Å:
Sr -2.9672 -10.0747 6.0887
O -4.0158 -9.1853 8.1166
H -4.9135 -8.8972 8.2680
O -0.7886 -9.3481 7.0121
H -0.0764 -9.1501 7.6049
C -0.5523 -14.4417 5.3730
C -1.7467 -13.4693 5.2815
C -3.0321 -14.2477 5.4382
O -3.1177 -15.2631 4.4881
C -4.3230 -16.0117 4.5817
N -1.6381 -12.4165 6.3046
H 0.3727 -13.8615 5.4162
H -0.4913 -15.0757 4.4864
H -0.5790 -15.0846 6.2532
H -1.7430 -13.0073 4.2906
H -3.8972 -13.5685 5.3892
H -3.1727 -14.6104 6.4726
H -5.1264 -15.4047 4.1561
H -4.4831 -16.3352 5.6111
H -4.1872 -16.8798 3.9400
H -1.9170 -12.8132 7.1991
H -0.6569 -12.1731 6.3963
C -6.3461 -13.5137 6.7911
C -6.0782 -12.0865 7.2428
C -6.7322 -11.7893 8.5827
O -8.1518 -11.8666 8.4914
C -8.8619 -11.1264 9.4407
N -4.6415 -11.7971 7.3302
H -6.1231 -13.6497 5.7332
H -7.3628 -13.8607 6.9762
H -5.7012 -14.2122 7.3384
H -6.4067 -11.4215 6.4354
H -6.4641 -10.7698 8.8797
H -6.4059 -12.5112 9.3413
H -9.3703 -11.7521 10.1790
H -9.5668 -10.4541 8.9494
H -8.2189 -10.4773 10.0524
H -4.5535 -10.8564 7.7638
H -4.2136 -12.3692 8.0641
C -4.2494 -5.3265 5.8139
C -3.0977 -5.7823 6.6920
C -3.4431 -5.5717 8.1701
O -3.5196 -4.1821 8.4114
C -3.9207 -3.9161 9.7287
N -2.7555 -7.1783 6.3923
H -4.5117 -4.2926 6.0513
H -5.1283 -5.9467 6.0177
H -4.0321 -5.3611 4.7459
H -2.2248 -5.1704 6.4454
H -2.6358 -6.0013 8.7776
H -4.3379 -6.1442 8.4482
H -3.2447 -4.3179 10.4891
H -4.9571 -4.2442 9.8652
H -3.9381 -2.8398 9.9219
H -3.4537 -7.6763 6.9731
H -1.9103 -7.5050 6.8840
C -4.5474 -9.4406 1.8126
C -4.3561 -9.3425 3.3222
C -5.6316 -8.8563 4.0357
O -5.4250 -8.8697 5.4427
C -6.6438 -8.5055 6.0739
N -4.0240 -10.6839 3.8581
H -3.6088 -9.7580 1.3562
H -4.8514 -8.4836 1.3869
H -5.3048 -10.1860 1.5645
H -3.5836 -8.6351 3.6406
H -6.4766 -9.5194 3.7918
H -5.9439 -7.8680 3.6810
H -6.5382 -8.6288 7.1505
H -7.3979 -9.2618 5.8219
H -6.9732 -7.4995 5.8229
H -3.3307 -11.0979 3.2237
H -4.7778 -11.3345 3.6186

Force components x, y, z for each atom (eV/Å):
Sr 1.36 1.20 1.81
O -0.03 -0.47 -0.37
H -0.21 0.21 0.24
O -1.17 -0.55 -0.93
H 0.35 0.05 0.28
C 0.16 0.33 -0.58
C 0.81 -0.99 0.41
C -1.18 0.94 0.57
O 0.25 -0.40 -0.03
C 0.75 0.34 -0.58
N -0.34 -0.39 -0.31
H 0.03 -0.03 -0.01
H -0.08 -0.04 0.10
H -0.23 0.08 0.09
H 0.03 0.06 -0.01
H 0.08 0.17 -0.49
H 0.59 -0.43 -0.01
H -0.35 -0.13 0.42
H -0.34 0.08 0.02
H -0.04 -0.08 0.07
H 0.11 0.11 0.02
H -0.07 0.38 0.14
C 0.29 -0.52 0.10
C 0.21 -0.29 -0.29
C -0.82 0.40 -0.11
O 0.19 -0.18 -0.55
C 0.15 0.65 0.80
N 0.12 -0.41 0.61
H -0.03 0.04 -0.03
H -0.12 0.36 -0.04
H 0.05 0.10 0.03
H -0.54 0.16 0.43
H 0.21 -0.11 0.17
H 0.35 0.09 0.00
H -0.19 -0.22 -0.28
H -0.20 -0.22 -0.07
H 0.18 -0.06 -0.24
H 0.00 0.37 0.11
H -0.18 -0.24 -0.27
C -0.33 0.29 0.11
C 0.47 0.10 -0.50
C 1.08 -0.25 -0.36
O -0.19 0.03 0.21
C -0.43 0.69 0.21
N -0.78 -0.42 0.91
H -0.03 -0.06 0.05
H -0.01 -0.03 -0.08
H 0.18 -0.21 0.04
H -0.03 0.12 0.19
H 0.03 -0.02 0.02
H -0.32 0.33 -0.07
H -0.07 -0.46 -0.11
H 0.11 -0.33 0.32
H 0.14 0.04 -0.45
H 0.09 -0.30 -0.32
H 0.21 0.34 -0.34
C 0.20 0.55 0.19
C -1.15 -0.19 0.35
C 0.16 -0.49 -0.21
O -0.32 0.32 -0.68
C -0.03 -1.07 0.59
N 0.14 -0.92 -1.32
H -0.03 0.11 -0.12
H 0.07 -0.03 -0.11
H -0.07 0.02 0.11
H 0.26 -0.06 -0.37
H 0.09 -0.17 -0.03
H 0.31 0.15 0.08
H 0.33 0.38 -0.02
H -0.24 0.31 -0.31
H 0.03 0.08 -0.10
H 0.37 0.41 0.32
H -0.38 0.41 0.57

This record from OMol25 describes a 3-piece molecular cluster, C16H46N7O8P5S overall at a distorted geometry. The level of theory is ωB97M-V/def2-TZVPD.

Computed properties:
max |F|	7.0	eV/Å
Kohn-Sham gap	7.746	eV
structure (SMILES)	O=C1C[C@H](P(=O)(O)O)[C@]([PH2]=S)(P(O)O)N1.CN(C)P(=O)(N(C)C)N(C)C.CN(C)P(=O)(N(C)C)N(C)C

Atoms and positions in Å:
O -5.0966 6.1605 -4.4379
C -4.8050 5.0594 -4.0898
C -5.4233 3.7392 -4.5932
C -5.1675 2.8423 -3.3787
P -6.4317 3.3023 -2.1087
O -7.6218 3.8885 -2.7262
O -5.8747 4.2949 -1.0054
O -6.8154 1.9385 -1.3436
C -3.7126 3.2838 -3.1227
P -2.5419 2.7000 -4.5143
S -1.9728 4.1830 -5.6582
P -2.9565 2.6727 -1.5414
O -1.6107 3.5907 -1.4942
O -2.4110 1.2040 -1.9714
N -3.8474 4.7139 -3.1029
H -4.8592 3.4941 -5.4987
H -6.4434 3.8241 -4.9514
H -5.1369 1.7554 -3.4923
H -5.3002 3.8125 -0.3880
H -6.5655 1.1695 -1.8689
H -1.3872 2.1189 -3.9824
H -3.2511 1.8046 -5.3361
H -1.5946 4.0863 -0.6682
H -2.4000 0.6209 -1.2023
H -2.9911 5.2548 -3.1488
C 3.4816 0.2899 -2.1672
N 2.6941 -0.5442 -1.2878
C 3.4028 -0.7503 -0.0270
P 1.7565 -1.9109 -1.7831
O 0.7292 -1.7489 -0.6872
N 0.7339 -1.5545 -3.1514
C 0.4609 -0.1668 -3.4863
C -0.5150 -2.3097 -3.1168
N 3.1096 -2.4753 -2.8039
C 3.1094 -2.3083 -4.2483
C 3.5018 -3.8637 -2.4775
H 4.4170 -0.1879 -2.4969
H 3.7449 1.2093 -1.6400
H 2.9289 0.6021 -3.0496
H 4.2963 -1.3807 -0.1615
H 2.7590 -1.2290 0.7077
H 3.7148 0.2033 0.3992
H 0.2155 0.4396 -2.6052
H -0.3768 -0.1079 -4.1847
H 1.2962 0.2920 -4.0174
H -1.2545 -1.8616 -2.4423
H -0.3428 -3.3354 -2.7848
H -0.9426 -2.3577 -4.1211
H 2.3135 -2.8581 -4.7567
H 4.0694 -2.6739 -4.6230
H 3.0497 -1.2584 -4.5260
H 2.7556 -4.5938 -2.8121
H 3.6194 -3.9741 -1.3950
H 4.4604 -4.1119 -2.9338
C 2.4681 -1.8040 7.1622
N 2.9385 -1.1498 5.9617
C 3.8049 -0.0266 6.2991
P 1.9984 -0.8809 4.5619
O 3.0506 -0.8331 3.4968
N 1.1798 -2.3406 4.0691
C 1.6336 -3.6286 4.5727
C 1.0172 -2.4038 2.6183
N 0.5746 -0.2459 5.3898
C -0.6300 -1.0384 5.5766
C 0.2069 1.0949 4.8886
H 1.8027 -1.1699 7.7671
H 3.3275 -2.0719 7.7802
H 1.9523 -2.7356 6.9507
H 3.2433 0.7961 6.7682
H 4.2929 0.3613 5.4047
H 4.5919 -0.3431 6.9847
H 2.7252 -3.7400 4.5408
H 1.1924 -4.4326 3.9818
H 1.2883 -3.8051 5.5927
H 1.9310 -2.7396 2.1170
H 0.7550 -1.4275 2.2085
H 0.2085 -3.0913 2.3619
H -1.1244 -1.3149 4.6423
H -1.3296 -0.4433 6.1706
H -0.4270 -1.9396 6.1511
H -0.2188 1.0547 3.8786
H 1.0907 1.7387 4.8555
H -0.5149 1.5720 5.5523

Force components x, y, z for each atom (eV/Å):
O 0.28 0.28 0.01
C -0.53 -0.29 -0.23
C -0.32 0.40 -0.29
C 0.90 -0.33 -0.12
P -1.84 0.38 -0.30
O 0.37 0.05 -0.39
O 0.41 -0.95 0.36
O 0.99 -0.01 0.14
C 1.09 -0.81 0.69
P 0.32 1.66 -1.45
S -0.03 0.01 0.19
P -1.15 0.58 1.58
O 0.04 -0.01 -0.41
O -0.07 0.01 -0.44
N 0.21 0.03 -0.75
H 0.31 -0.33 0.25
H -0.18 0.25 0.53
H -0.48 0.02 -0.46
H 0.11 0.29 0.07
H -0.17 -0.12 0.17
H -0.45 -0.56 0.26
H 0.08 -0.62 0.64
H 0.15 -0.01 -0.01
H 0.07 -0.06 -0.08
H -0.07 0.11 0.05
C 0.31 -0.31 -0.33
N -0.28 0.56 0.17
C -0.25 -0.31 0.12
P -0.33 6.62 -2.20
O 0.69 -3.61 0.72
N 0.12 -0.10 -0.34
C 0.20 0.30 0.06
C 0.06 -0.15 0.13
N -0.23 -3.02 1.42
C -0.46 0.11 -0.31
C 0.14 0.13 0.28
H 0.01 0.01 0.00
H -0.01 -0.06 0.12
H 0.00 -0.11 0.00
H 0.08 0.11 0.01
H -0.02 0.03 -0.02
H 0.01 0.04 -0.08
H 0.00 0.07 -0.06
H -0.09 -0.21 0.08
H 0.03 0.00 0.12
H 0.00 -0.07 0.05
H -0.02 0.01 0.02
H 0.06 0.05 -0.03
H 0.00 0.02 -0.03
H 0.06 -0.05 0.22
H -0.17 0.01 0.06
H 0.10 -0.08 -0.07
H -0.04 0.02 -0.02
H 0.00 0.07 -0.05
C -0.52 0.15 0.21
N 0.36 -0.15 -0.22
C 0.09 0.24 -0.35
P 0.04 -5.57 1.66
O -0.94 3.16 -0.14
N 0.01 -0.25 0.51
C 0.10 -0.03 0.21
C -0.02 0.23 -0.06
N 0.60 2.40 -1.69
C -0.13 -0.42 -0.07
C 0.29 0.11 0.18
H 0.01 0.01 -0.02
H 0.07 0.10 -0.05
H -0.06 0.12 -0.05
H 0.06 -0.04 0.11
H -0.06 -0.06 -0.04
H -0.07 -0.09 0.05
H -0.01 -0.06 0.02
H 0.00 0.11 -0.16
H 0.07 0.02 -0.03
H -0.02 0.05 -0.06
H 0.03 -0.03 -0.05
H -0.01 -0.03 0.10
H 0.00 -0.04 0.00
H 0.14 0.15 0.00
H 0.09 -0.06 -0.15
H -0.09 0.05 0.04
H -0.01 -0.04 -0.04
H -0.01 -0.07 0.04

This record from OMol25 describes a 5-piece molecular cluster, C16H47N4O5 overall at a distorted geometry. The level of theory is ωB97M-V/def2-TZVPD.

Computed properties:
max |F|	1.7	eV/Å
charge	+1
Kohn-Sham gap	9.505	eV

Atoms and positions in Å:
O 2.6235 -7.7246 -17.7395
H 2.6927 -7.2024 -18.5798
H 1.9442 -7.2824 -17.1744
H 3.5876 -7.7580 -17.3462
C -1.5978 -4.9271 -17.6983
C -0.1858 -5.4499 -17.9110
C 0.8087 -4.5577 -17.1616
O 2.1214 -5.0830 -17.2013
C 3.1009 -4.1936 -16.7151
N -0.0785 -6.8376 -17.4143
H -2.3469 -5.5452 -18.1959
H -1.8067 -3.9078 -18.0272
H -1.8212 -4.9802 -16.6272
H 0.0661 -5.3807 -18.9735
H 0.4481 -4.6417 -16.1250
H 0.7315 -3.5312 -17.5189
H 4.0346 -4.7198 -16.5454
H 2.7947 -3.8223 -15.7258
H 3.1935 -3.2769 -17.3018
H -0.3428 -6.7624 -16.4249
H -0.8667 -7.4188 -17.6983
C 0.8808 -11.1178 -17.4755
C 2.3098 -11.4352 -17.9247
C 3.1843 -11.9896 -16.8306
O 4.5439 -12.2402 -17.2062
C 5.1581 -11.2850 -18.0475
N 2.2381 -12.4588 -19.0081
H 0.8181 -10.9310 -16.3998
H 0.2407 -11.9850 -17.6310
H 0.4770 -10.2849 -18.0491
H 2.7874 -10.5463 -18.3465
H 2.7859 -12.9672 -16.5297
H 3.2025 -11.4909 -15.8525
H 4.8573 -10.2544 -17.8439
H 4.7824 -11.4679 -19.0626
H 6.2353 -11.3978 -18.1168
H 2.2621 -11.9659 -19.8960
H 3.0955 -13.0071 -18.9915
C 6.9407 -8.4455 -15.3979
C 5.4215 -8.4049 -15.6757
C 4.6056 -7.8436 -14.5125
O 3.3313 -7.4319 -14.9991
C 2.6321 -6.7297 -14.0065
N 5.1977 -7.6120 -16.9077
H 7.3863 -8.8620 -16.2979
H 7.1376 -9.0752 -14.5292
H 7.3416 -7.4527 -15.1834
H 5.1598 -9.4415 -15.8989
H 5.1909 -7.0233 -14.0862
H 4.4297 -8.6063 -13.7552
H 3.2125 -6.0265 -13.3988
H 2.1761 -7.4014 -13.2676
H 1.8104 -6.1425 -14.4188
H 5.7754 -7.7902 -17.7265
H 5.6088 -6.7084 -16.6471
C 4.4312 -5.2577 -20.8437
C 3.7053 -6.4732 -21.4338
C 4.4421 -6.9679 -22.6865
O 4.5494 -5.9539 -23.6318
C 4.2863 -6.3563 -24.9800
N 3.6946 -7.4945 -20.3482
H 4.3809 -4.4608 -21.5898
H 5.4958 -5.4678 -20.7152
H 4.0103 -4.8882 -19.9103
H 2.6661 -6.2582 -21.6786
H 3.9389 -7.8542 -23.0970
H 5.4352 -7.3348 -22.3916
H 4.9615 -7.1669 -25.2638
H 4.3208 -5.5256 -25.6727
H 3.2755 -6.7807 -24.9409
H 4.6670 -7.7482 -20.1677
H 3.3364 -8.3394 -20.8048

Force components x, y, z for each atom (eV/Å):
O 0.21 -0.19 -0.25
H 0.22 -0.42 -0.23
H -0.06 -0.03 -0.09
H 0.09 0.63 0.30
C -0.48 0.11 0.31
C -0.03 0.37 -0.67
C -0.72 -1.05 0.67
O 0.03 -0.05 -0.77
C -0.63 0.62 1.22
N -0.04 0.19 1.01
H 0.18 -0.16 -0.08
H 0.39 0.05 -0.03
H -0.07 0.11 -0.02
H 0.01 -0.45 -0.03
H 0.21 0.64 0.22
H 0.17 0.08 -0.01
H 0.09 -0.07 -0.47
H 0.00 -0.13 0.08
H 0.25 -0.28 -0.48
H 0.49 0.03 0.07
H 0.25 0.14 -0.81
C 0.13 -0.22 0.41
C -0.22 -0.35 -0.67
C 0.34 -0.87 0.92
O 0.42 0.08 0.08
C -1.13 -0.27 -1.05
N 0.48 0.38 0.12
H 0.09 0.45 -0.08
H 0.11 -0.06 -0.23
H -0.09 0.07 0.16
H -0.17 0.26 0.29
H 0.07 -0.10 -0.38
H -0.24 0.87 -0.43
H 0.27 0.11 0.42
H 0.18 0.15 -0.20
H 0.06 -0.17 0.62
H -0.20 -0.22 -0.07
H -0.11 -0.06 0.00
C -0.95 -0.08 0.43
C 1.27 -0.97 -0.65
C -0.12 -0.31 -0.94
O 0.59 0.62 0.18
C -1.04 0.19 1.08
N -0.43 1.32 0.31
H 0.41 -0.05 0.18
H 0.21 -0.09 -0.13
H 0.01 0.04 -0.14
H -0.42 0.11 0.12
H -0.34 0.30 0.17
H 0.39 -0.12 0.19
H 0.50 -0.05 -0.41
H 0.08 -0.22 -0.14
H 0.11 -0.16 -0.47
H 0.16 -1.11 0.35
H -0.78 0.27 -0.18
C -0.27 0.39 -1.10
C 0.90 0.32 1.04
C -0.13 -0.56 0.25
O 0.23 0.87 -0.48
C -0.65 -1.06 1.11
N -0.23 -0.59 -1.00
H 0.06 0.11 0.20
H -0.02 -0.17 0.13
H -0.15 -0.19 0.04
H -0.01 0.18 -0.02
H -0.24 0.08 -0.03
H 0.17 0.14 0.08
H 0.17 0.19 -0.25
H 0.20 0.21 0.22
H -0.03 0.06 -0.59
H -0.01 0.19 0.10
H -0.17 -0.04 0.48